(1)
Here is the molecule C8H10O2 at a distorted geometry from the Open Molecules 2025 dataset. Energies are from ωB97M-V/def2-TZVPD.

CARTESIAN COORDINATES (ANGSTROEM)
H: 0.222 3.662 1.701
C: 0.250 0.637 -0.032
H: -0.338 -3.340 -1.781
H: 1.231 -2.468 -1.622
H: 0.932 -3.701 -0.441
C: 0.238 2.894 -1.107
H: -1.115 -3.802 1.119
C: -0.335 -1.970 -0.114
O: 1.652 2.401 0.873
C: 0.535 2.088 0.131
C: 0.393 -2.873 -1.027
O: -1.729 -2.208 -0.130
H: 0.348 2.420 -2.141
H: 0.641 3.838 -1.033
C: -1.083 -2.719 1.004
H: -0.797 3.063 -1.069
C: -0.023 -0.554 -0.092
H: -1.542 -2.079 1.773
C: 0.457 2.653 1.557
H: 0.062 2.060 2.430

Summary:
HOMO ... -9.59 eV
Energy above the lowest of the compared OMol25 structures with the same formula, charge and spin ... 576.83 kJ/mol
SMILES ... C[C@]1(C#C[C@@]2(C)CO2)CO1
Electronic energy ... -12547.683 eV
Max |F| ... 3.38 eV/A
Lowest unoccupied orbital energy ... 0.91 eV



(2)
Here is the ion C8H10O2P with charge -1 at a distorted geometry from the Open Molecules 2025 dataset. Energies are from ωB97M-V/def2-TZVPD.

CARTESIAN COORDINATES (ANGSTROEM)
P: 2.279 0.380 -0.081
H: 0.319 -3.045 -0.797
C: 0.703 -2.652 0.039
C: -0.856 1.412 -0.047
C: 0.046 2.553 -0.239
H: -1.940 -2.424 0.317
O: 2.667 1.390 0.984
C: -2.349 -0.388 0.402
C: -0.015 -1.304 0.197
O: 3.217 -0.750 -0.418
H: -0.497 3.627 -0.302
H: -2.903 1.632 0.011
C: 0.606 -0.132 0.160
H: -3.460 -0.494 0.533
H: 1.788 -2.390 -0.205
C: -2.115 0.982 0.106
H: 0.395 -3.198 0.940
H: 0.626 2.497 -1.094
H: 2.224 1.037 -1.242
C: -1.442 -1.372 0.211
H: 0.704 2.641 0.525

Summary:
HOMO ... -4.75 eV
Total charge ... -1
Energy above the lowest of the compared OMol25 structures with the same formula, charge and spin ... 353.91 kJ/mol
Electronic energy ... -21840.492 eV
Max |F| ... 5.95 eV/A
Lowest unoccupied orbital energy ... 3.41 eV



(3)
Here is a cluster of 2 separate species, C8H10O3 in total from the Open Molecules 2025 dataset. Energies are from ωB97M-V/def2-TZVPD.

CARTESIAN COORDINATES (ANGSTROEM)
H: -2.057 -0.019 1.947
H: 3.082 1.669 -0.658
C: -2.495 -0.004 0.945
C: -1.287 -1.985 -0.076
C: 1.727 0.503 0.504
O: -1.209 0.165 -1.050
H: -3.034 2.208 0.768
H: 0.014 -3.509 0.450
C: 2.772 0.620 -0.564
C: -1.773 1.369 -0.755
H: 3.687 -0.671 0.521
H: -1.449 -4.004 -0.538
C: -0.889 -3.215 -0.061
O: 1.828 -0.255 1.429
O: 3.883 -0.183 -0.295
H: -3.491 -0.446 1.013
H: -1.550 2.158 -1.450
H: 2.307 0.323 -1.517
C: -2.513 1.372 0.346
C: -1.622 -0.728 -0.057
H: 0.856 1.167 0.378

Summary:
HOMO ... -8.31 eV
Energy above the lowest of the compared OMol25 structures with the same formula, charge and spin ... 304.23 kJ/mol
SMILES ... C=C=C1CC=CO1.O=CCO
Electronic energy ... -14597.227 eV
Max |F| ... 0.67 eV/A
Lowest unoccupied orbital energy ... 0.81 eV



(4)
Here is a structure of composition C8H10O8PV at a distorted geometry from the Open Molecules 2025 dataset. Energies are from ωB97M-V/def2-TZVPD.

CARTESIAN COORDINATES (ANGSTROEM)
O: 1.226 -2.869 -0.219
H: 2.990 -3.759 4.204
P: 1.049 -1.377 2.745
H: -1.566 -3.885 3.061
H: 2.375 -3.732 2.480
V: 0.065 0.028 0.048
H: -0.083 -3.925 1.946
C: -1.338 -0.232 1.474
C: 0.861 0.772 -1.586
O: 2.043 1.469 1.831
C: 1.296 0.884 1.146
C: -3.602 2.505 -1.669
O: -0.439 -2.178 3.026
O: 2.539 -1.341 1.770
O: -4.220 3.446 -1.771
H: 4.282 -0.235 2.126
C: 3.564 -0.866 2.678
O: -2.122 -0.155 2.340
H: 4.062 -1.781 3.049
C: -0.957 -3.327 2.305
O: 1.883 -2.208 3.886
H: -0.635 1.447 0.071
H: 3.158 -0.292 3.552
O: 1.511 1.259 -2.436
C: 2.121 -3.592 3.557
C: 0.746 -1.820 -0.130
H: -1.573 -2.935 1.459
H: 1.275 -4.272 3.807

Summary:
HOMO (alpha / beta) ... -20.51 / -20.51 eV
Total charge ... +3
Electronic energy ... -59771.272 eV
Multiplicity ... 2
Max |F| ... 9.70 eV/A
Lowest unoccupied orbital energy (alpha / beta) ... -17.15 / -17.03 eV



(5)
Here is a cluster of 2 separate species, C8H10OS in total at a distorted geometry from the Open Molecules 2025 dataset. Energies are from ωB97M-V/def2-TZVPD.

CARTESIAN COORDINATES (ANGSTROEM)
C: 0.908 2.292 -0.330
C: 3.020 -0.801 0.300
C: 0.621 -0.323 -0.096
H: -2.992 -0.524 1.529
H: -1.674 -1.109 -1.964
C: 2.739 0.550 0.147
H: 1.048 2.950 0.575
H: -3.347 0.493 -1.065
O: -2.389 0.533 -0.792
H: 3.975 -1.159 0.315
H: 1.614 2.861 -1.046
H: -0.067 2.411 -0.740
S: 1.585 -1.743 0.192
H: -2.355 -2.137 2.097
C: -1.837 -0.728 -0.872
H: 3.425 1.389 0.217
C: -1.891 -1.695 0.127
C: 1.348 0.848 -0.016
H: -1.352 -2.698 0.080
C: -2.381 -1.413 1.342

Summary:
HOMO (alpha / beta) ... -7.81 / -8.46 eV
Energy above the lowest of the compared OMol25 structures with the same formula, charge and spin ... 425.31 kJ/mol
Electronic energy ... -21335.374 eV
Max |F| ... 3.72 eV/A
Lowest unoccupied orbital energy (alpha / beta) ... -0.51 / -0.32 eV



(6)
Here is a cluster of 2 separate species, C8H10P2 in total at a distorted geometry from the Open Molecules 2025 dataset. Energies are from ωB97M-V/def2-TZVPD.

CARTESIAN COORDINATES (ANGSTROEM)
P: -1.122 -2.747 -0.094
H: 0.526 0.896 -2.217
C: -2.224 0.287 -0.189
C: 0.741 0.675 -1.233
H: -1.092 -2.022 1.104
H: 2.464 0.048 2.132
H: 2.034 2.338 -1.382
C: -0.832 -1.209 -0.858
H: 3.000 2.177 0.711
P: -1.752 0.815 1.276
C: 1.651 1.524 -0.794
C: 1.962 0.289 1.173
H: 0.728 -1.453 1.318
H: -3.019 0.459 -0.909
H: -2.519 -2.919 -0.470
C: 0.329 -0.487 -0.565
H: -1.265 -1.008 -1.871
C: 2.269 1.402 0.402
H: -2.895 1.610 1.766
C: 1.016 -0.672 0.700

Summary:
HOMO (alpha / beta) ... -8.05 / -8.05 eV
Energy above the lowest of the compared OMol25 structures with the same formula, charge and spin ... 244.66 kJ/mol
Electronic energy ... -27030.492 eV
Max |F| ... 5.95 eV/A
Lowest unoccupied orbital energy (alpha / beta) ... 0.09 / 0.09 eV



(7)
Here is the molecule C8H10S at a distorted geometry from the Open Molecules 2025 dataset. Energies are from ωB97M-V/def2-TZVPD.

CARTESIAN COORDINATES (ANGSTROEM)
C: -2.248 0.282 -0.682
H: 1.117 1.097 -2.518
H: -3.623 -0.946 1.091
C: 2.364 -0.214 0.236
H: 3.373 0.102 0.160
C: -2.593 -0.881 1.416
C: -1.683 -0.508 0.467
S: 0.487 -1.437 1.699
C: -0.323 -0.588 0.623
H: -1.860 1.234 -0.386
H: 2.722 1.348 -1.772
C: 1.611 1.404 -1.589
H: 1.558 2.447 -1.318
H: -3.353 0.246 -0.760
C: 1.547 0.479 -0.527
C: 2.075 -1.110 1.310
H: 2.823 -1.515 1.894
H: -1.777 -0.011 -1.603
H: -2.218 -1.427 2.258

Summary:
HOMO (alpha / beta) ... -6.92 / -6.89 eV
Energy above the lowest of the compared OMol25 structures with the same formula, charge and spin ... 656.28 kJ/mol
Electronic energy ... -19286.832 eV
Max |F| ... 5.32 eV/A
Lowest unoccupied orbital energy (alpha / beta) ... 0.01 / -0.16 eV



(8)
Here is the molecule C8H10S2 at a distorted geometry from the Open Molecules 2025 dataset. Energies are from ωB97M-V/def2-TZVPD.

CARTESIAN COORDINATES (ANGSTROEM)
C: -0.859 0.432 0.975
S: 0.346 1.223 2.115
C: -1.650 1.542 0.302
C: -0.105 -0.360 -0.056
H: 1.480 0.338 -1.615
H: -2.613 1.901 0.893
H: 2.251 -0.941 0.631
H: -0.882 -2.397 -1.700
H: 1.776 -3.373 1.261
C: -1.233 2.138 -0.829
H: -0.007 -3.029 0.609
C: 0.981 -2.647 0.837
C: 0.490 0.538 -1.148
H: -1.447 -0.125 1.794
H: -1.835 3.002 -1.100
C: -0.037 1.740 -1.443
H: 0.311 2.396 -2.244
S: -1.373 -1.598 -0.741
C: 1.260 -1.374 0.663
H: 0.800 2.319 1.388

Summary:
HOMO ... -8.45 eV
Energy above the lowest of the compared OMol25 structures with the same formula, charge and spin ... 197.69 kJ/mol
SMILES ... C=C[C@]1(S)C=CC=C[C@@H]1S
Electronic energy ... -30124.996 eV
Max |F| ... 4.40 eV/A
Lowest unoccupied orbital energy ... 0.23 eV